Entry 1:
57
Properties=species:S:1:pos:R:3:forces:R:3:lowdin_spin:R:1 method="wB97M-V/def2-TZVPD" homo_ev="-8.81 / -8.83" multiplicity=6 s2=8.7574 orbital_gap_ev="8.99 / 9.01" charge=0
Sm 0.53213 -0.51166 -0.62099 0.697 -0.734 2.388 5.04
O 0.45691 1.01985 -4.06476 0.187 -1.012 -0.527 0.00
P -0.38563 1.25461 -2.80351 -1.328 1.370 -0.412 0.00
O -1.32585 2.44152 -3.11206 1.250 -1.648 -2.167 0.00
O 0.35407 1.46645 -1.50354 -0.464 1.469 -1.239 0.00
O -1.34892 -0.04615 -2.56539 1.221 -0.214 -0.235 0.00
P -0.91018 -1.63276 -3.00372 -0.375 0.181 -0.383 0.00
O -2.34515 -2.26995 -3.15057 -0.757 -0.334 -1.166 0.00
O -0.19544 -1.54286 -4.29270 0.105 0.105 -0.004 0.00
O -0.29723 -2.20062 -1.75285 -0.731 -0.589 -1.217 -0.01
H 0.44678 0.04930 -4.38247 0.038 0.636 0.378 0.00
H -2.62443 -2.29830 -4.10105 0.350 0.079 1.169 0.00
Br 1.41802 0.59734 2.90422 0.372 0.103 -0.084 0.00
C 2.90709 0.51617 1.71812 -0.259 0.028 -0.741 0.00
C 4.18923 0.51458 2.21976 0.244 0.048 0.079 0.00
C 5.23519 0.40103 1.31143 0.187 0.015 0.354 0.00
C 4.97373 0.28153 -0.03946 0.591 0.072 -0.128 0.00
C 3.66693 0.27367 -0.45339 -0.868 0.064 0.308 0.00
N 2.63637 0.40706 0.41872 0.720 -0.120 0.259 -0.01
C 3.31412 0.01704 -1.92005 -0.953 -0.454 0.171 0.00
O 4.09058 0.38405 -2.77008 -0.019 -0.086 -0.155 0.00
O 2.17482 -0.62122 -2.05237 2.056 0.547 -0.746 -0.01
H 4.35635 0.58491 3.28302 0.048 0.013 0.026 0.00
H 6.26077 0.38890 1.67164 -0.162 0.004 -0.020 0.00
H 5.76045 0.17804 -0.78424 -0.199 0.045 0.193 0.00
N -2.22567 3.21388 -1.08353 -0.818 0.734 1.705 0.00
C -1.75507 4.34145 -0.23919 -0.240 -0.190 -0.364 0.00
C -0.34218 4.08429 0.20778 0.510 -0.519 0.361 0.00
N -0.12573 2.94919 1.11841 0.032 0.759 -0.488 0.00
H -3.19606 3.31898 -1.33476 -0.440 0.104 0.177 0.00
H -2.15529 2.34898 -0.55506 -0.073 -0.074 0.188 0.00
H -1.72809 2.85255 -2.25819 0.141 0.692 0.754 0.00
H -2.39236 4.48550 0.62992 -0.253 -0.029 0.126 0.00
H -1.78628 5.25687 -0.83155 -0.046 -0.047 -0.091 0.00
H 0.03696 4.98526 0.68239 0.087 0.108 0.099 0.00
H 0.26147 3.89828 -0.67594 0.196 0.018 -0.076 0.00
H -0.35834 2.07283 0.69070 -0.039 -0.397 -0.230 0.00
H -0.65497 3.01907 1.96802 -0.212 0.169 0.378 0.00
C -2.63748 -0.22059 0.61126 0.642 0.154 0.289 0.00
O -1.24746 -0.39859 0.59345 -1.176 0.226 0.250 -0.01
H -2.91519 0.69473 1.14297 -0.044 0.219 0.070 0.00
H -3.15001 -1.02612 1.13126 -0.178 -0.334 0.180 0.00
H -3.05607 -0.17064 -0.38961 -0.140 0.008 -0.394 0.00
C -1.91527 -3.47193 0.46916 -0.007 0.410 -0.320 0.00
As -0.57853 -2.79359 1.65418 0.716 -1.077 0.402 0.00
C -0.32092 -4.44147 2.60918 -0.014 -0.450 0.034 0.00
C -1.25702 -1.87407 3.16482 -0.420 0.709 -0.132 0.00
S 1.44031 -2.45439 1.04753 -0.170 -0.523 0.424 -0.01
H -2.69993 -3.87357 1.09704 -0.210 -0.086 0.110 0.00
H -1.42107 -4.26687 -0.07166 0.055 -0.198 -0.159 0.00
H -2.28843 -2.74221 -0.23132 -0.092 0.106 -0.088 0.00
H -1.24966 -4.78821 3.06380 0.002 -0.025 0.000 0.00
H 0.42295 -4.25990 3.37358 0.144 -0.038 0.193 0.00
H 0.06367 -5.18978 1.92236 0.009 -0.108 -0.013 0.00
H -2.17779 -2.37253 3.45270 -0.113 -0.014 0.095 0.00
H -1.42149 -0.82592 2.95956 -0.056 0.116 0.030 0.00
H -0.50973 -2.00402 3.92702 0.254 -0.012 0.388 0.00

***

Entry 2:
18
Properties=species:S:1:pos:R:3:forces:R:3:nbo_charge:R:1 method="wB97M-V/def2-TZVPD" homo_ev="-8.41 / -8.18" multiplicity=1 orbital_gap_ev="7.11 / 7.16" charge=0
C 0.42058 -1.49852 1.06075 -0.142 1.687 0.045 -0.59
C -0.18669 0.93092 -1.66791 -1.574 -0.075 0.898 -0.69
C -1.33601 0.24240 -0.64537 2.117 1.229 -2.590 0.63
C -0.49717 -0.28444 1.07228 -2.424 -1.562 0.322 0.42
C 1.34463 -0.61505 0.39671 1.711 -0.235 -0.748 0.17
C 2.56410 -0.34414 0.04409 0.182 0.552 0.391 -0.48
O -2.18068 1.29149 -0.27094 -0.428 -0.237 1.048 -0.75
N -1.15867 0.17219 2.02255 0.635 -0.802 0.370 -0.69
O -1.82254 -0.80117 -1.08776 -0.157 -0.044 0.836 -0.57
H -1.87328 1.74275 0.53926 0.090 -0.279 -0.642 0.48
H -2.17252 0.15901 1.93016 0.085 1.058 -0.165 0.42
H 0.72296 -1.74934 2.07662 -0.139 -0.340 0.027 0.25
H 0.03096 -2.31258 0.45062 -0.151 0.111 0.038 0.28
H 0.61671 1.57031 -1.30621 0.107 -0.455 0.657 0.21
H 0.15486 0.21255 -2.40581 0.085 -0.178 0.225 0.22
H -0.84943 1.65415 -2.14006 -0.061 -0.132 -0.446 0.23
H 2.82565 0.57619 -0.46587 -0.024 -0.015 -0.089 0.23
H 3.39655 -0.94673 0.39689 0.088 -0.283 -0.177 0.22

***

Entry 3:
12
Properties=species:S:1:pos:R:3:forces:R:3:nbo_charge:R:1 method="wB97M-V/def2-TZVPD" homo_ev=-8.55 smiles=C1SCSCS1 multiplicity=1 orbital_gap_ev=9.24 charge=0
C -1.63773 0.24000 -0.00941 -1.827 2.109 1.310 -0.74
S -1.07431 -1.35513 -0.52441 0.815 -0.312 -0.078 0.23
C 0.77616 -1.44751 -0.18827 -1.131 -4.293 -0.343 -0.75
S 1.85651 -0.11133 -0.61769 0.296 -0.207 0.104 0.30
C 1.00016 1.20280 0.19312 -0.014 3.515 0.577 -0.73
S -0.63504 1.63081 -0.73265 1.249 -0.996 2.432 0.20
H -2.52946 0.50825 -0.61912 0.139 -0.947 0.374 0.25
H -2.09342 0.35309 1.14486 1.903 -0.162 -2.838 0.23
H 0.87563 -1.93793 0.89595 0.186 1.357 -2.344 0.24
H 0.96119 -2.38914 -1.04011 -0.072 2.716 2.654 0.27
H 1.64596 2.21957 0.18633 -1.267 -2.464 -0.474 0.26
H 0.85434 1.08653 1.31139 -0.277 -0.315 -1.374 0.24

***

Entry 4:
83
Properties=species:S:1:pos:R:3:forces:R:3:lowdin_spin:R:1 method="wB97M-V/def2-TZVPD" homo_ev="-6.49 / -7.36" multiplicity=3 s2=2.0074 orbital_gap_ev="6.77 / 7.37" charge=0
O -0.33476 -0.27092 -1.92939 -1.331 0.726 -0.527 0.00
O -2.04131 -3.27040 -1.10133 -0.106 0.071 0.107 0.00
C -1.52885 0.36064 -2.66549 1.128 -0.873 0.522 0.00
C -1.03828 1.33265 -3.69172 0.010 0.302 -0.363 0.00
H -2.13450 0.83219 -1.89233 0.242 -0.213 -0.013 0.00
H -2.04547 -0.51473 -3.05798 -0.095 0.341 -0.010 0.00
H -0.47648 2.15545 -3.22901 -0.058 -0.316 -0.137 0.00
H -1.89309 1.77808 -4.21182 -0.006 -0.067 0.139 0.00
H -0.43489 0.84196 -4.46071 0.093 0.110 0.174 0.00
C 0.44680 -1.37473 -2.49889 0.102 0.527 0.010 0.00
C -0.36073 -2.12737 -3.51237 -0.036 -0.583 -0.338 0.00
H 0.72210 -2.01335 -1.65200 -0.098 0.240 -0.116 0.00
H 1.34852 -0.93235 -2.94097 -0.263 -0.101 0.165 0.00
H -1.22255 -2.62910 -3.06148 0.161 0.201 -0.033 0.00
H 0.28782 -2.91571 -3.91275 -0.076 0.127 -0.011 0.00
H -0.67969 -1.50648 -4.35482 0.155 -0.102 0.089 0.00
C -1.26848 -4.06081 -0.20645 0.096 0.115 -0.036 0.00
C -3.44202 -3.16278 -0.87189 0.101 -0.006 -0.130 0.00
C -0.50761 -5.12737 -0.97866 -0.165 -0.178 -0.011 0.00
H -1.90464 -4.52502 0.56518 0.129 0.178 -0.193 0.00
H -0.55970 -3.37549 0.28740 -0.161 -0.245 0.082 0.00
H -1.20647 -5.82613 -1.46113 0.190 0.225 0.066 0.00
H 0.11680 -5.70368 -0.29066 0.041 0.061 -0.087 0.00
H 0.13311 -4.68259 -1.75210 -0.156 -0.084 0.203 0.00
C -4.20800 -4.17099 -1.71702 0.015 -0.118 0.142 0.00
H -3.71283 -2.13722 -1.15983 0.000 -0.196 0.143 0.00
H -3.67494 -3.29443 0.19823 0.090 0.118 -0.262 0.00
H -3.90229 -4.12317 -2.77095 -0.049 0.048 0.287 0.00
H -5.27947 -3.96716 -1.65156 0.020 -0.072 -0.035 0.00
H -4.02900 -5.18833 -1.34575 -0.045 0.158 -0.150 0.00
H 0.06599 0.32130 -1.12258 0.189 -0.196 -0.096 0.00
Pd 0.85067 1.21728 0.63054 -0.537 -0.623 1.058 1.13
C -1.05627 0.29686 0.62548 -0.817 -0.497 -0.072 0.21
Si -2.39125 0.36546 1.95306 0.808 0.323 -0.528 0.04
H -1.51524 0.81024 -0.22182 -0.330 -0.267 0.163 0.01
H -0.93622 -0.77659 0.37747 -0.143 0.341 -0.162 0.02
C -4.05821 0.52322 1.08674 -0.114 -0.124 -0.075 0.01
C -2.19457 1.85894 3.03015 -0.349 0.016 0.196 0.00
C -2.32805 -1.21935 2.93955 -0.131 -0.134 0.199 0.00
C 1.98629 1.39300 -1.06851 0.239 0.296 -1.061 0.20
Si 3.37218 0.13893 -0.92374 -0.281 0.926 -0.513 0.05
H 2.40341 2.39336 -0.84472 -0.061 -0.297 -0.147 0.02
H 1.44422 1.49524 -2.01934 0.477 -0.184 -0.048 0.01
C 3.94572 -0.37196 -2.64619 0.249 -0.094 -0.012 0.01
C 2.93659 -1.42314 0.02150 0.036 -0.434 0.127 0.02
C 4.81416 1.02969 -0.12312 0.125 -0.062 0.038 0.00
H -2.09016 -2.07503 2.29334 -0.112 0.114 0.136 0.00
H -3.29955 -1.39217 3.42155 0.223 -0.119 0.015 0.00
H -1.55622 -1.15114 3.71639 -0.141 -0.069 -0.116 0.00
H -4.02276 1.32718 0.33920 -0.025 -0.096 0.135 0.00
H -4.83558 0.78094 1.81886 0.058 -0.110 -0.189 0.00
H -4.34367 -0.40536 0.57422 -0.028 0.168 0.080 0.00
H -1.74156 2.68407 2.46664 -0.177 -0.189 0.176 0.00
H -1.53536 1.62084 3.87078 -0.174 0.186 -0.132 0.00
H -3.17309 2.18344 3.41234 0.259 0.016 0.067 0.00
H 2.92424 -2.27997 -0.66569 -0.014 0.064 0.181 0.00
H 1.96613 -1.37731 0.53529 0.175 -0.004 -0.060 0.01
H 3.70985 -1.61747 0.77761 -0.184 -0.139 -0.181 0.00
H 5.70440 0.38684 -0.17545 -0.061 0.225 0.088 0.00
H 4.63302 1.30494 0.92316 0.068 -0.049 -0.286 0.00
H 5.00700 1.95412 -0.68545 0.061 -0.224 0.099 0.00
H 5.00592 -0.65873 -2.57284 -0.241 -0.028 -0.239 0.00
H 3.85655 0.47809 -3.33663 0.092 -0.217 0.119 0.00
H 3.38097 -1.22030 -3.05480 0.231 0.142 0.021 0.00
B 0.74351 3.48436 3.50390 0.141 0.297 0.526 0.00
N 1.84597 2.39102 3.42891 0.992 -0.900 -0.669 0.00
C 2.92883 2.31789 4.22860 -0.225 -0.292 -0.487 0.01
C 3.70814 1.24658 3.81833 -0.065 -0.274 -0.136 0.00
C 3.02726 0.66967 2.73392 -0.222 1.128 0.902 0.02
N 1.91850 1.38593 2.48478 0.400 0.259 1.819 0.04
N 0.46385 4.03523 2.07530 0.043 -0.291 -1.653 0.01
C 0.27273 5.32866 1.73816 0.073 -0.794 -0.396 0.01
C 0.10000 5.40231 0.36190 -0.192 -0.079 -0.138 0.00
C 0.17712 4.08488 -0.11425 0.268 0.434 1.292 0.01
N 0.42479 3.26426 0.92077 -0.671 1.454 0.439 0.13
H 1.17515 4.39886 4.16957 0.288 0.076 -0.214 0.00
H -0.23213 3.13618 4.10017 -0.055 -0.292 -0.295 0.00
H 3.07097 3.02769 5.03236 -0.036 -0.083 -0.180 0.00
H 4.65349 0.92928 4.20964 0.136 -0.045 0.228 0.00
H 3.31086 -0.19712 2.14792 -0.260 0.358 0.137 0.00
H 0.27656 6.10108 2.49521 0.050 -0.164 -0.113 0.00
H -0.05385 6.28283 -0.23036 -0.076 0.180 -0.021 0.00
H 0.08955 3.71428 -1.12955 0.111 -0.027 0.301 0.00

***

Entry 5:
20
Properties=species:S:1:pos:R:3:forces:R:3:nbo_charge:R:1 method="wB97M-V/def2-TZVPD" homo_ev=-9.74 smiles=C[C@H](N)CCO.O multiplicity=1 orbital_gap_ev=10.34 charge=0
C -1.12880 -1.58078 -0.94167 0.475 0.268 0.446 -0.61
C -0.88985 -0.19857 -0.32372 -1.123 0.049 -0.962 -0.05
N 0.41236 0.41310 -0.55100 0.807 -0.552 -0.244 -0.85
C -1.34789 -0.11015 1.12362 -0.382 0.435 -0.337 -0.43
C -0.99311 1.21630 1.79268 0.420 -0.519 -0.083 -0.05
O -1.30625 2.33909 0.99354 -0.034 -0.117 0.032 -0.72
H -2.17454 -1.86225 -0.84133 -0.056 -0.137 0.299 0.21
H -0.47812 -2.29502 -0.43847 -0.064 -0.415 -0.264 0.20
H -0.94995 -1.53854 -2.01442 0.353 -0.160 -0.039 0.21
H -1.57551 0.38809 -0.93885 -0.076 0.625 0.362 0.18
H 0.58694 0.40718 -1.55259 -0.117 0.245 -0.039 0.36
H 1.16428 -0.19340 -0.21570 -0.216 0.126 0.315 0.35
H -2.43388 -0.18252 1.09462 -0.163 -0.218 0.104 0.21
H -0.97584 -0.94936 1.70435 0.180 -0.145 0.218 0.20
H -1.51721 1.29000 2.73873 -0.199 0.221 0.098 0.18
H 0.07262 1.19760 2.01902 0.215 0.160 0.092 0.15
H -0.69831 2.27274 0.24421 -0.015 0.112 -0.009 0.48
O 4.10683 -1.71518 -1.69365 0.203 0.442 0.566 -0.93
H 4.11681 -0.91805 -1.13578 -0.109 -0.320 -0.386 0.47
H 4.84502 -2.22309 -1.33538 -0.100 -0.099 -0.167 0.47

***

Entry 6:
9
Properties=species:S:1:pos:R:3:forces:R:3:nbo_charge:R:1 method="wB97M-V/def2-TZVPD" homo_ev=-11.95 smiles=FO[C@@H](F)C(F)F multiplicity=1 orbital_gap_ev=12.59 charge=0
F -2.50588 -0.48172 -0.06107 -1.159 -0.228 -0.309 -0.12
O -1.36865 -0.13357 0.65528 1.408 -0.447 -0.280 -0.13
C -0.41721 0.09220 -0.32761 2.189 1.681 0.149 0.36
F -0.56776 1.39319 -0.76784 0.296 0.074 0.300 -0.35
C 1.09996 -0.11385 0.34947 -4.275 -1.216 0.167 0.54
F 1.57006 1.03376 0.76949 0.652 0.851 0.119 -0.30
F 1.90467 -0.60181 -0.66216 -0.724 0.020 1.702 -0.33
H -0.47160 -0.44536 -1.26312 -0.432 -1.087 0.312 0.19
H 0.75640 -0.74285 1.30754 2.045 0.352 -2.161 0.15

***

Entry 7:
42
Properties=species:S:1:pos:R:3:forces:R:3:nbo_charge:R:1 method="wB97M-V/def2-TZVPD" homo_ev=-16.45 multiplicity=1 orbital_gap_ev=1.15 charge=+3
Tl -6.76630 2.46653 -2.16425 -0.251 -0.098 0.092 1.00
Tl 2.57898 7.36343 -0.00430 0.208 0.087 0.119 1.00
S -0.05082 0.71029 -0.00737 0.723 -0.832 0.721 2.47
O 0.79733 1.85477 0.24623 0.775 0.210 -0.442 -0.65
O -1.17233 1.16284 -0.78320 -1.071 0.252 -0.556 -0.68
O 0.66516 -0.42691 -0.61885 -0.232 0.866 0.680 -0.59
O -0.55219 0.19026 1.27946 -0.192 -0.483 -0.405 -0.55
O -0.87467 4.65294 -4.20617 -1.355 0.836 -2.975 -0.63
C -1.59334 4.81261 -5.38296 1.370 -1.224 3.958 0.92
O -2.61219 4.09717 -5.59451 0.963 1.304 -0.843 -0.22
O -1.25451 5.68151 -6.18358 -0.816 -0.345 -0.700 -0.16
H -1.27028 3.91268 -3.74022 -0.093 -0.594 0.463 0.51
C -0.50628 -6.12874 -3.12056 -0.102 -0.837 -0.638 -0.28
O -0.26540 -4.88009 -3.71070 -0.638 -0.925 0.222 -0.49
H -1.08137 -6.82069 -3.73584 -0.410 0.772 -0.474 0.23
H 0.41817 -6.70417 -3.07175 1.003 -0.094 0.264 0.26
H -0.89620 -6.18756 -2.10439 -0.003 0.748 0.331 0.22
H 0.24631 -4.34379 -3.10067 0.171 0.250 0.251 0.49
O -5.04595 -2.64503 -0.52743 -0.016 0.353 -0.199 -0.94
H -4.15191 -2.49076 -0.22229 0.185 -0.024 0.117 0.46
H -5.25321 -3.52952 -0.22583 -0.177 -0.280 0.083 0.48
O 2.98972 5.03798 4.97234 -0.104 0.158 -0.398 -0.96
H 3.52360 5.33061 5.71097 0.167 0.115 0.217 0.48
H 2.67837 4.17032 5.23012 -0.088 -0.291 0.116 0.48
O -4.56197 2.01003 2.86070 -0.067 0.041 -0.404 -0.94
H -3.82421 1.40141 2.82172 0.126 -0.201 0.063 0.46
H -4.41412 2.51550 3.66000 -0.070 0.171 0.283 0.48
O 4.82029 3.67266 -3.49941 -0.276 0.278 0.245 -0.93
H 4.57201 2.80322 -3.18532 0.080 -0.276 0.092 0.47
H 4.99785 3.54931 -4.43188 0.175 0.020 -0.307 0.48
O 5.47709 -1.71918 -1.55856 0.017 0.152 -0.274 -0.86
H 4.52857 -1.59748 -1.51701 -0.264 0.021 -0.033 0.46
H 5.71133 -2.07392 -0.70093 0.261 -0.176 0.322 0.48
O 2.40061 -3.83938 2.11085 0.188 0.050 -0.022 -0.89
H 2.29533 -3.43332 1.25047 0.050 0.064 -0.243 0.45
H 1.52017 -3.83757 2.48643 -0.256 -0.130 0.281 0.47
O 1.13190 0.95412 5.76039 0.160 0.225 -0.133 -0.93
H 0.87784 0.49629 4.95910 0.026 -0.182 -0.153 0.46
H 0.32866 0.99297 6.27955 -0.165 0.004 0.292 0.47
O -1.98650 -3.41413 4.52153 0.144 -0.129 -0.256 -0.92
H -2.69113 -3.18482 5.12746 -0.225 -0.056 0.276 0.48
H -1.73457 -2.58227 4.12058 0.078 0.196 -0.033 0.45

***

Entry 8:
18
Properties=species:S:1:pos:R:3:forces:R:3:nbo_charge:R:1 method="wB97M-V/def2-TZVPD" homo_ev=-13.45 multiplicity=1 orbital_gap_ev=9.32 charge=+1
C 0.63286 -1.29048 -0.82835 0.758 2.258 0.623 -0.40
C 0.40926 -0.08006 -1.71407 -1.208 2.636 -0.919 -0.46
C -0.72529 -1.06664 -0.13851 -0.645 -0.768 1.193 -0.11
C -0.76016 0.30219 -0.76890 1.615 -0.287 -0.456 0.49
N -1.11711 1.47264 -0.41465 -0.549 2.097 -0.224 -0.61
N -0.87197 -1.20238 1.27919 0.280 2.520 -0.167 -0.85
O 0.67186 1.61460 1.33709 -0.281 -0.481 2.531 -0.97
H 0.84632 -2.16937 -1.33937 0.248 -1.736 -0.494 0.25
H 1.43466 -0.96047 -0.15824 -0.068 -0.795 0.113 0.21
H 1.16818 0.76764 -1.69296 -0.718 -1.234 -0.234 0.25
H 0.02942 -0.20018 -2.75290 0.485 -0.234 0.607 0.27
H -1.47552 -1.71073 -0.59451 -0.133 0.047 -0.453 0.26
H -0.72939 2.33637 -0.93468 -0.882 -1.955 1.076 0.45
H -1.65634 1.70704 0.45864 0.657 -0.678 -1.323 0.45
H -0.37783 -0.41358 1.79476 -0.770 -2.406 -0.549 0.39
H -0.94304 -2.15521 1.60098 0.301 0.389 0.482 0.41
H 1.51087 1.15154 1.19754 -0.012 0.245 0.387 0.49
H 0.45276 1.52270 2.32973 0.924 0.380 -2.193 0.50

***

The evaluated calculated total energy for the records listed, in turn: -7938.61507, -438.98464, -1312.38965, -1969.94141, -365.42266, -551.95139, -2034.28557, -343.46091 Ha.